No. 1
59
Properties=species:S:1:pos:R:3:forces:R:3 method="wB97M-V/def2-TZVPD" charge=-1 e_above_lowest_kcal_mol=28.1 orbital_gap_ev=7.6
Pt -0.9157 0.0836 -0.0808 -0.56 0.03 0.47
O -2.5123 -2.2210 2.7619 -0.03 -0.02 -0.01
S -1.9231 -1.0897 2.1015 -0.14 -0.29 -0.10
O -0.7140 -1.5216 1.2515 0.26 0.13 0.08
O -2.8107 -0.4671 1.0587 -0.09 0.15 -0.05
O -1.4584 -0.0535 3.0562 -0.01 0.01 -0.05
C 1.9575 3.1513 -1.3684 0.04 0.03 -0.03
C 0.8522 2.5707 -2.2204 0.07 -0.02 -0.05
O -0.4230 2.9449 -1.6539 -0.04 0.06 0.25
P -1.5056 1.9012 -1.1183 -0.10 0.13 -0.34
O -2.4727 1.6261 -2.3401 0.03 -0.07 0.12
C -3.1843 2.6593 -3.0345 0.03 0.04 -0.04
C -2.4474 3.0470 -4.2985 0.00 0.00 -0.02
O -2.3867 2.8751 -0.2109 0.01 -0.04 -0.06
C -2.2094 2.9387 1.2230 -0.03 -0.06 0.04
C -0.9985 3.7634 1.5967 0.01 0.00 0.01
H 2.9218 2.9537 -1.8417 0.00 -0.01 0.01
H 1.9591 2.6958 -0.3788 0.00 0.05 -0.05
H 1.8395 4.2316 -1.2665 0.00 0.01 0.01
H 0.9165 1.4874 -2.3095 0.02 0.05 0.03
H 0.8745 3.0041 -3.2227 -0.02 -0.04 -0.01
H -3.3364 3.5155 -2.3754 0.01 0.00 0.00
H -4.1587 2.2307 -3.2672 -0.01 0.01 0.00
H -1.4788 3.4849 -4.0597 0.00 0.00 0.00
H -3.0297 3.7794 -4.8620 -0.01 -0.01 0.01
H -2.2889 2.1686 -4.9238 0.02 0.00 0.00
H -2.1392 1.9276 1.6260 0.00 0.00 -0.02
H -3.1321 3.3868 1.5894 0.02 0.02 0.01
H -0.0920 3.3254 1.1766 0.00 0.00 0.01
H -0.8929 3.7737 2.6834 -0.02 0.01 0.00
H -1.0903 4.7907 1.2406 0.01 -0.01 -0.03
C 2.1527 -5.2106 1.6124 0.01 -0.01 0.01
C 1.5746 -4.3799 0.4978 -0.01 0.01 0.00
C 0.3128 -4.6648 -0.0182 0.01 0.01 0.00
C -0.2599 -3.8574 -0.9850 -0.02 -0.01 -0.01
C 0.4305 -2.7521 -1.4607 0.02 0.03 -0.05
C 1.6927 -2.4644 -0.9705 0.01 0.02 0.01
C 2.2594 -3.2775 0.0021 -0.01 0.00 0.01
S -0.3646 -1.6495 -2.6259 -0.01 -0.11 0.17
O 0.4735 -0.4503 -2.6063 0.09 -0.12 -0.36
O -0.4217 -2.3338 -3.8996 -0.03 -0.01 0.03
O -1.6864 -1.4149 -2.0158 0.16 0.11 0.07
H 1.8343 -6.2514 1.5404 0.00 0.00 0.00
H 1.8204 -4.8351 2.5843 -0.01 0.00 0.00
H 3.2439 -5.1869 1.6006 0.00 0.00 0.00
H -0.2422 -5.5124 0.3686 0.00 0.00 0.00
H -1.2601 -4.0540 -1.3485 0.00 0.00 0.00
H 2.2083 -1.5847 -1.3329 0.00 0.00 -0.01
H 3.2412 -3.0337 0.3958 0.00 0.00 0.00
N 3.1935 -1.2010 4.0865 -0.01 -0.04 0.00
C 2.1801 -0.6355 3.3667 0.17 0.06 -0.08
N 0.9908 -0.5261 3.9261 -0.11 -0.11 0.06
N 2.5326 -0.1868 2.1663 0.01 -0.06 0.04
C 1.6164 0.2980 1.3892 0.07 0.13 -0.08
N 0.8789 0.7635 0.6192 0.20 -0.10 -0.02
H 2.9496 -1.8350 4.8271 0.00 0.01 0.01
H 3.9980 -1.4532 3.5379 0.00 0.01 -0.01
H 0.8235 -1.0302 4.7811 0.00 0.06 0.03
H 0.1068 -0.2444 3.4289 0.01 -0.02 -0.01



No. 2
45
Properties=species:S:1:pos:R:3:forces:R:3 method="wB97M-V/def2-TZVPD" orbital_gap_ev="4.7 / 4.7"
C -2.4786 -2.1972 -2.0259 -0.01 -0.23 -0.10
C -2.1126 -0.9395 -2.4971 0.32 0.23 0.59
C -0.9850 -0.2753 -1.9686 -0.69 -0.17 -0.76
C -0.1822 -0.9092 -1.0107 0.71 -0.02 0.27
C -0.6459 -2.1075 -0.4458 -0.35 -0.27 -0.27
C -1.7442 -2.7861 -1.0022 -0.07 0.43 0.40
C -0.6920 1.1012 -2.5090 0.22 0.15 -0.20
C -0.9940 2.2767 -1.5494 -0.29 0.26 0.46
N -0.7389 2.0375 -0.1333 0.60 -0.24 0.24
Pb 2.0480 -0.3623 -0.6985 -0.28 -0.12 0.08
C 0.0517 -2.7626 0.7299 0.20 -0.31 0.03
P 0.3622 -1.6424 2.1251 -0.16 -0.19 -0.66
H -2.7042 -0.4511 -3.2781 0.20 -0.17 0.28
H -2.0165 -3.7681 -0.6053 -0.05 0.30 -0.12
H -3.3401 -2.7141 -2.4494 0.24 0.09 0.07
H 1.0173 -3.1979 0.4360 -0.11 0.12 0.10
H -0.5638 -3.5780 1.1466 0.12 0.19 -0.16
H 0.3495 1.1691 -2.8605 -0.21 -0.12 0.23
H -1.3302 1.2803 -3.3885 0.28 -0.14 0.12
H -0.3678 3.1336 -1.8504 -0.36 -0.26 -0.02
C 1.5227 -2.4163 3.2463 0.03 -0.12 0.36
C -1.2082 -1.3516 2.9432 -0.47 -0.13 0.55
H -2.0604 2.5663 -1.6723 0.33 0.05 -0.07
C -1.8537 1.5052 0.6281 0.04 0.25 -0.28
C -0.0411 3.1100 0.5626 -0.19 -0.07 -0.19
H 2.6646 -1.7396 0.3098 0.07 0.28 0.09
H -2.6593 2.2616 0.7346 0.02 -0.21 0.09
H -2.2697 0.6152 0.1356 0.10 0.26 0.10
H -1.5145 1.2146 1.6351 -0.07 0.14 -0.27
H -0.6786 4.0090 0.6943 0.16 -0.10 0.02
H 0.2799 2.7679 1.5599 -0.09 0.07 -0.32
H 0.8603 3.4036 0.0004 -0.33 -0.15 0.20
H -1.5062 -2.2564 3.4999 0.06 0.31 -0.16
H -1.1220 -0.5147 3.6499 -0.01 -0.23 -0.18
H -1.9958 -1.1145 2.2138 0.38 -0.07 0.08
H 1.0240 -3.2540 3.7517 0.26 0.14 -0.08
H 2.3972 -2.7683 2.6833 -0.28 0.12 0.11
H 1.8523 -1.6760 3.9875 -0.07 -0.23 -0.12
H 1.0017 -0.4679 1.6339 -0.10 0.22 -0.17
C 3.9972 2.3245 -1.0575 0.22 0.24 -0.02
C 3.0156 1.4291 -1.7468 -1.04 -1.34 -1.98
O 2.6662 1.4251 -2.9202 0.92 1.22 1.78
H 3.4238 3.0504 -0.4536 0.37 -0.32 -0.16
H 4.6332 2.8507 -1.7855 -0.28 -0.07 0.11
H 4.6382 1.7190 -0.3989 -0.35 0.22 -0.06



No. 3
43
Properties=species:S:1:pos:R:3:forces:R:3 method="wB97M-V/def2-TZVPD" e_above_lowest_kcal_mol=0.0 orbital_gap_ev=10.8
C -3.6554 -1.6442 -2.7590 -0.10 -0.01 0.24
C -3.6848 -1.0660 -1.3495 0.20 0.13 -0.28
C -2.7543 0.1363 -1.2085 -0.33 -0.23 0.38
C -2.7818 0.7208 0.2032 0.13 0.14 -0.31
C -1.7997 1.8898 0.3929 -0.04 -0.11 0.30
C -0.6587 1.6458 1.3893 0.11 0.01 -0.27
H -0.2795 2.6283 1.6855 0.05 0.01 0.10
H -1.0727 1.1800 2.2874 0.00 0.02 0.13
C 0.5597 0.8230 0.9318 -0.30 0.26 0.23
C 1.0939 1.2800 -0.4315 0.00 -0.07 0.17
H 1.1330 2.3698 -0.4696 -0.07 0.06 -0.04
H 0.4151 0.9442 -1.2157 -0.08 0.05 -0.07
C 2.4918 0.6917 -0.6652 0.10 -0.16 -0.08
H 3.2667 1.4357 -0.4755 0.06 0.02 -0.04
H 2.6095 0.3610 -1.6977 0.06 0.04 0.02
C 2.7013 -0.4922 0.2811 0.20 -0.13 -0.06
C 3.9407 -1.2701 -0.0964 0.07 0.19 -0.29
O 4.6485 -1.0506 -1.0434 0.08 0.05 -0.12
O 4.1950 -2.2741 0.7577 -0.03 -0.42 0.51
H 4.9969 -2.7460 0.4830 -0.11 0.25 -0.17
C 1.4687 -1.4061 0.2176 0.06 -0.09 0.05
H 1.2611 -1.6439 -0.8275 0.00 -0.05 -0.05
H 1.6747 -2.3416 0.7390 -0.01 -0.02 -0.07
C 0.2755 -0.6819 0.8580 0.05 0.12 -0.06
H 0.1004 -1.0576 1.8681 -0.08 -0.02 0.06
H -0.6197 -0.8740 0.2732 -0.13 -0.04 0.01
C 2.8272 0.0391 1.7153 0.04 -0.04 0.01
H 3.7925 0.5311 1.8485 0.04 -0.04 0.04
H 2.7841 -0.8005 2.4096 0.05 0.00 0.03
C 1.6809 1.0266 1.9668 -0.07 -0.09 -0.10
H 2.0439 2.0532 1.8954 -0.03 0.09 0.03
H 1.2826 0.8890 2.9737 -0.05 0.06 0.04
H -1.3869 2.1809 -0.5726 0.00 0.10 -0.09
H -2.3575 2.7518 0.7655 0.04 0.05 -0.08
H -3.7988 1.0642 0.4057 -0.03 -0.06 0.05
H -2.5678 -0.0663 0.9279 -0.04 -0.06 0.06
H -1.7378 -0.1689 -1.4670 0.10 0.04 -0.07
H -3.0540 0.9084 -1.9214 0.07 0.05 -0.07
H -4.7048 -0.7631 -1.1020 -0.03 -0.02 0.10
H -3.3880 -1.8379 -0.6350 -0.05 0.00 0.09
H -3.9646 -0.8953 -3.4849 -0.02 0.05 -0.13
H -2.6506 -1.9739 -3.0156 0.09 -0.05 -0.08
H -4.3262 -2.4965 -2.8383 -0.04 -0.09 -0.11



No. 4
55
Properties=species:S:1:pos:R:3:forces:R:3 method="wB97M-V/def2-TZVPD" charge=+2 orbital_gap_ev="7.1 / 7.2"
N 2.0436 -0.5703 -0.2001 -2.84 0.64 -0.76
C 3.0028 -0.8798 0.4875 2.60 -0.69 1.83
O 3.9600 -1.1745 1.1171 -2.70 0.77 -1.81
Ag 0.3242 0.8152 -3.3804 0.67 -0.42 -1.49
V 0.1619 -0.1157 -0.3787 1.42 -0.31 1.66
N -0.6130 -1.6413 -1.1458 1.17 2.11 0.47
N -0.1389 1.5240 -1.4772 -0.19 -1.11 2.46
C -0.2432 -3.0220 -0.7575 0.16 -0.97 0.66
C 0.6795 2.7641 -1.3034 0.92 0.66 -0.03
C 0.9964 -3.4221 -1.5506 0.39 0.25 -0.41
C -1.3642 -4.0195 -1.0405 -0.48 0.10 -0.19
C 0.0609 -3.0793 0.7329 -0.06 0.05 0.36
C 0.3010 3.7674 -2.3943 -0.39 -0.11 -0.13
C 0.4633 3.4259 0.0484 -0.12 0.07 0.37
C 2.1455 2.3794 -1.4746 0.15 0.04 0.13
H 0.7818 -3.4085 -2.6255 0.13 -0.12 0.12
H 1.3092 -4.4355 -1.2686 -0.17 0.26 -0.08
H 1.8219 -2.7315 -1.3501 -0.08 -0.24 -0.08
H -2.2938 -3.6964 -0.5595 0.05 -0.15 -0.06
H -1.0923 -4.9978 -0.6264 0.01 0.30 -0.09
H -1.5432 -4.1539 -2.1125 0.00 -0.05 0.21
H 0.8362 -2.3698 1.0401 -0.14 -0.22 -0.03
H 0.4105 -4.0900 0.9835 -0.07 0.34 -0.03
H -0.8505 -2.8859 1.3110 0.20 -0.05 -0.05
H 0.4629 3.3441 -3.3963 0.05 0.13 -0.05
H 0.9200 4.6704 -2.3062 -0.21 -0.30 -0.03
H -0.7548 4.0505 -2.3117 0.22 0.11 -0.09
H -0.5643 3.7923 0.1569 0.28 0.01 0.10
H 1.1328 4.2940 0.1322 -0.22 -0.27 -0.07
H 0.6867 2.7576 0.8839 0.02 0.10 -0.23
H 2.4656 1.6621 -0.7106 0.04 0.38 -0.18
H 2.7690 3.2819 -1.4173 -0.13 -0.34 -0.02
H 2.3233 1.9167 -2.4600 0.10 0.11 0.06
C -1.5931 1.7014 -1.2708 -0.52 -0.01 -0.35
H -1.9619 0.9092 -0.5873 -0.23 0.15 -0.07
H -1.8579 2.6772 -0.8372 0.30 -0.50 0.09
H -2.1521 1.6110 -2.2182 0.17 -0.10 0.42
C -1.4162 -1.5525 -2.3616 -0.51 0.19 -0.48
H -2.4833 -1.7504 -2.1578 0.42 -0.04 -0.02
H -1.3623 -0.5462 -2.8103 -0.23 -0.29 0.26
H -1.0661 -2.2639 -3.1288 -0.07 0.16 0.43
C -1.7103 -0.4322 3.1071 -0.34 -0.33 -0.33
C -0.4548 0.3176 2.7267 0.63 0.45 1.73
O -0.1431 0.2944 1.3642 -0.14 -0.34 -2.76
C -0.6210 1.8078 3.1943 -0.32 1.54 0.47
F -1.0550 1.9214 4.4795 0.55 -0.45 -1.68
F 0.5342 2.5209 3.0871 -1.00 -0.78 0.08
F -1.5508 2.4301 2.4073 0.70 -0.63 0.40
C 0.7894 -0.2374 3.5135 1.05 -0.99 1.01
F 0.7590 0.0310 4.8498 -0.26 -0.17 -1.88
F 0.8513 -1.6019 3.3878 -0.21 1.23 -0.08
F 1.9555 0.2470 3.0187 -0.95 -0.26 0.18
H -2.5768 0.0595 2.6477 0.16 -0.11 0.17
H -1.8329 -0.4312 4.1967 0.04 -0.02 -0.29
H -1.6527 -1.4648 2.7464 0.00 0.24 0.19



No. 5
48
Properties=species:S:1:pos:R:3:forces:R:3 method="wB97M-V/def2-TZVPD" s2=0.784 charge=-2 e_above_lowest_kcal_mol=0.0 orbital_gap_ev="4.3 / 4.4" multiplicity=2
V -0.1245 -0.3099 1.9211 -0.23 0.29 0.16
S 0.7889 -2.1819 2.9231 0.20 -0.12 0.12
C -0.1979 -3.5242 2.3634 -0.10 -0.01 -0.03
C 0.1079 -4.8250 2.7687 0.00 0.00 0.01
C -0.6537 -5.9086 2.3612 0.01 0.01 0.00
C -1.7522 -5.6997 1.5340 -0.01 0.01 0.00
C -2.0693 -4.4141 1.1274 0.00 0.01 0.00
C -1.3066 -3.3110 1.5242 0.02 -0.08 0.05
S -1.7470 -1.7046 0.9780 -0.04 -0.06 -0.06
H 0.9658 -4.9728 3.4147 0.00 0.00 0.00
H -0.3900 -6.9095 2.6836 0.00 0.00 0.01
H -2.3582 -6.5361 1.2039 0.00 0.00 0.00
H -2.9224 -4.2413 0.4813 0.00 0.00 0.00
C -1.3254 1.9451 4.9739 0.00 -0.02 -0.03
C -1.9259 0.9068 4.0197 -0.09 -0.04 0.11
C -2.2918 -0.3690 4.7861 -0.02 0.03 0.02
C -3.1726 1.4809 3.3376 0.03 -0.01 -0.02
N -0.9589 0.5848 3.0141 0.05 0.05 -0.23
H -2.0711 2.2892 5.6975 0.00 -0.02 0.01
H -0.9594 2.8006 4.4044 -0.01 0.02 0.01
H -0.4832 1.5096 5.5141 0.01 0.02 -0.01
H -3.0264 -0.1615 5.5719 0.00 0.01 0.00
H -1.3951 -0.7975 5.2365 0.00 -0.02 -0.01
H -2.7025 -1.1043 4.0924 0.01 -0.01 0.01
H -3.9349 1.7507 4.0754 0.00 -0.01 0.00
H -3.5849 0.7399 2.6511 0.00 0.01 -0.01
H -2.9049 2.3692 2.7625 -0.01 0.01 0.00
C 3.7172 2.5621 -6.5315 0.04 0.01 0.04
Ge 2.6762 1.8819 -4.9256 0.03 0.00 0.04
C 0.9062 2.7229 -5.2919 0.01 0.01 -0.01
C 2.4749 -0.0392 -5.3910 0.01 0.02 0.02
C 3.2197 2.1390 -3.1559 -0.01 0.15 -0.25
Se 1.2837 0.9663 0.4028 0.11 -0.25 -0.06
C 0.1242 2.3478 -0.3651 0.07 0.05 0.11
H 3.2263 2.3179 -7.4811 0.00 0.00 0.00
H 4.7213 2.1276 -6.5303 -0.01 -0.01 -0.01
H 3.8285 3.6488 -6.4634 -0.02 0.00 -0.01
H 0.6262 2.6474 -6.3473 0.00 -0.01 0.00
H 0.9437 3.7817 -5.0203 -0.01 0.00 0.00
H 0.1346 2.2493 -4.6821 0.01 0.00 0.00
H 2.1299 -0.1683 -6.4211 -0.01 0.00 0.00
H 1.7661 -0.5171 -4.7130 0.00 0.00 -0.01
H 3.4368 -0.5476 -5.2851 -0.01 0.00 0.00
H 3.3546 3.1831 -2.8599 0.00 -0.01 0.03
H 4.0294 1.5005 -2.7999 -0.02 -0.02 0.00
H -0.1321 2.0308 -1.3717 -0.02 -0.01 0.00
H 0.6956 3.2701 -0.4306 -0.01 0.01 0.01
H -0.7668 2.4894 0.2419 -0.01 0.01 0.00



No. 6
51
Properties=species:S:1:pos:R:3:forces:R:3 method="wB97M-V/def2-TZVPD" charge=+1 orbital_gap_ev=5.8
Mg -0.2234 0.1496 0.2315 -1.56 1.02 -0.18
P -2.5923 0.0776 -0.5420 -0.31 0.45 -1.85
C -2.2205 0.5406 -2.2543 0.70 0.99 0.46
C -0.9437 1.1372 -2.5807 -1.29 -0.94 0.68
N 0.1238 0.9135 -1.7526 0.42 -0.77 0.39
C 1.3491 1.2665 -2.1477 0.23 1.06 -1.37
C 1.5799 2.0015 -3.3198 0.86 -0.97 1.18
C 0.5059 2.2673 -4.1651 -1.25 -0.03 0.18
C -0.7569 1.8361 -3.7913 0.70 0.28 -0.48
C 2.5284 0.9004 -1.2629 -1.31 1.27 -0.13
P 2.4395 -0.6739 -0.3683 1.81 -0.66 -1.78
H -1.6409 1.9731 -4.4090 0.30 0.12 -0.02
H 2.6012 2.3080 -3.5437 -0.32 -0.05 -0.12
H 0.6477 2.8087 -5.0973 0.01 -0.10 0.18
H 3.4234 0.8088 -1.9041 -0.19 -0.23 0.48
H 2.6905 1.7200 -0.5378 -0.09 -0.31 -0.14
H -2.1133 -0.8894 -3.1220 0.26 -1.12 0.10
H -3.0620 0.8750 -2.8732 0.16 0.05 0.29
H -0.8000 -2.5065 -2.4923 0.86 0.20 0.87
O -2.0061 -1.9014 -3.3669 -0.50 0.53 -1.07
H -2.2834 -1.9976 -4.3017 0.31 -0.09 0.82
H 1.2813 -1.3567 0.1648 0.47 0.85 0.04
O -0.0639 -2.5946 -1.7755 -0.90 0.26 0.53
H -0.5539 -2.6920 -0.9300 0.19 -0.28 -0.99
C 2.9934 -1.8876 -1.5716 -0.36 -0.16 0.29
H 3.9642 -1.5296 -1.9172 -0.05 -0.14 -0.08
H 3.0903 -2.8543 -1.0711 0.01 0.01 -0.25
H 2.2629 -1.9498 -2.3799 0.07 -0.10 0.06
C 3.8167 -0.4488 0.7363 -0.17 -0.18 1.07
H 3.8965 -1.2728 1.4480 0.14 0.15 0.03
H 4.7060 -0.4323 0.0969 -0.18 0.01 0.07
H 3.7257 0.5139 1.2521 0.05 -0.30 0.04
C -3.5005 1.5092 0.1586 -0.04 -0.04 0.57
H -4.5262 1.5450 -0.2422 0.40 0.06 0.09
H -3.5432 1.3882 1.2533 -0.13 0.16 -0.30
H -2.9658 2.4436 -0.0757 -0.19 -0.39 0.05
C -3.8860 -1.1865 -0.7694 0.07 -0.32 0.55
H -4.1572 -1.5761 0.2236 -0.10 -0.02 -0.38
H -4.7744 -0.7378 -1.2392 0.34 -0.13 0.10
H -3.4875 -1.9941 -1.4040 -0.23 0.31 0.27
O 1.1041 3.6360 0.1870 -0.57 -0.87 1.33
C 0.5775 3.1352 1.1790 0.25 0.56 -0.51
C 0.2769 3.8262 2.5112 0.10 0.30 -0.30
C -0.2151 2.7124 3.4343 -0.07 -0.02 0.31
C -0.3385 1.5058 2.5241 -0.55 -0.21 -0.50
O -0.8296 0.3734 2.7345 1.01 1.12 -0.44
N 0.1349 1.8296 1.2819 0.60 -0.91 -0.20
H 1.1914 4.3172 2.8666 -0.37 0.05 -0.09
H -0.5105 4.5778 2.3449 0.44 -0.09 0.01
H 0.5356 2.5027 4.2047 -0.36 -0.10 0.07
H -1.1761 2.9626 3.8998 0.30 -0.30 0.08